No. 1
{"formula": "C20H60B5Ca2O5", "method": "ωB97M-V with the def2-TZVPD basis set", "spin_multiplicity": 1, "total_charge": -1, "symbols": ["Ca", "Ca", "B", "H", "H", "H", "H", "B", "H", "H", "H", "H", "B", "H", "H", "H", "H", "B", "H", "H", "H", "H", "B", "H", "H", "H", "H", "C", "C", "C", "O", "C", "H", "H", "H", "H", "H", "H", "H", "H", "C", "C", "C", "O", "C", "H", "H", "H", "H", "H", "H", "H", "H", "C", "C", "C", "O", "C", "H", "H", "H", "H", "H", "H", "H", "H", "C", "C", "C", "O", "C", "H", "H", "H", "H", "H", "H", "H", "H", "C", "C", "C", "O", "C", "H", "H", "H", "H", "H", "H", "H", "H"], "coordinates": [[-2.339, -1.277, 0.209], [-0.887, 1.329, -2.516], [-3.302, 1.008, 1.179], [-3.747, 0.273, 0.372], [-3.978, 0.924, 2.183], [-2.177, 0.738, 1.374], [-3.440, 2.113, 0.724], [-2.365, 3.090, -1.785], [-2.924, 3.934, -1.143], [-3.129, 2.445, -2.399], [-1.645, 3.568, -2.594], [-1.872, 2.322, -1.058], [-0.221, -0.136, -0.448], [0.012, 0.025, 0.712], [-0.425, -1.244, -0.720], [-1.201, 0.369, -0.684], [0.616, 0.260, -1.167], [-1.731, -2.117, 2.766], [-2.750, -1.556, 2.601], [-1.836, -3.088, 3.482], [-1.419, -2.443, 1.686], [-0.924, -1.334, 3.195], [-3.231, -0.565, -2.399], [-2.073, -0.499, -2.318], [-3.592, -1.156, -1.451], [-3.732, 0.516, -2.473], [-3.572, -1.133, -3.420], [-0.516, 2.787, 4.646], [-1.140, 2.748, 6.030], [-0.947, 1.277, 6.492], [-0.416, 0.584, 5.363], [-0.721, 1.349, 4.202], [0.537, 3.076, 4.598], [-0.988, 3.465, 3.930], [-2.179, 3.065, 6.100], [-0.587, 3.411, 6.705], [-1.901, 0.824, 6.770], [-0.166, 1.216, 7.250], [-1.766, 1.154, 3.913], [-0.209, 0.989, 3.312], [2.228, -1.342, -4.690], [0.980, -1.310, -5.583], [-0.110, -1.200, -4.540], [0.431, -0.298, -3.561], [1.873, -0.273, -3.664], [3.116, -1.151, -5.291], [2.348, -2.320, -4.223], [0.926, -2.211, -6.196], [1.018, -0.457, -6.263], [-0.396, -2.145, -4.078], [-1.019, -0.781, -4.977], [2.338, -0.422, -2.693], [2.122, 0.713, -4.068], [2.919, 3.709, -2.903], [3.159, 3.134, -1.488], [1.740, 2.812, -0.966], [0.933, 2.725, -2.125], [1.395, 3.747, -3.009], [3.320, 2.982, -3.609], [3.377, 4.688, -3.012], [3.767, 3.747, -0.826], [3.673, 2.173, -1.554], [1.384, 3.582, -0.272], [1.766, 1.889, -0.395], [1.000, 4.669, -2.565], [1.024, 3.715, -4.032], [3.777, 0.473, 3.499], [3.707, -0.655, 2.494], [2.227, -1.051, 2.544], [1.804, -0.743, 3.868], [2.825, -0.071, 4.579], [3.480, 1.449, 3.114], [4.758, 0.561, 3.975], [4.305, -1.510, 2.840], [4.152, -0.506, 1.507], [2.015, -2.103, 2.351], [1.634, -0.439, 1.860], [3.399, -0.837, 5.117], [2.424, 0.720, 5.208], [-0.311, -4.934, -1.565], [-1.479, -4.782, -2.535], [-2.552, -4.060, -1.741], [-1.864, -3.349, -0.718], [-0.697, -4.090, -0.326], [0.630, -4.627, -2.021], [-0.156, -5.964, -1.238], [-1.870, -5.745, -2.873], [-1.250, -4.220, -3.441], [-3.270, -4.738, -1.254], [-3.219, -3.387, -2.279], [-0.999, -4.702, 0.522], [0.096, -3.377, -0.125]]}


No. 2
{"formula": "C20H60F6N2O15P", "method": "ωB97M-V with the def2-TZVPD basis set", "spin_multiplicity": 1, "total_charge": -1, "symbols": ["P", "F", "F", "F", "F", "F", "F", "C", "O", "C", "C", "N", "C", "C", "O", "C", "H", "H", "H", "H", "H", "H", "H", "H", "H", "H", "H", "H", "H", "H", "H", "C", "O", "C", "C", "N", "C", "C", "O", "C", "H", "H", "H", "H", "H", "H", "H", "H", "H", "H", "H", "H", "H", "H", "H", "C", "C", "O", "O", "H", "H", "H", "H", "H", "H", "C", "C", "O", "O", "H", "H", "H", "H", "H", "H", "C", "C", "O", "O", "H", "H", "H", "H", "H", "H", "C", "C", "O", "O", "H", "H", "H", "H", "H", "H", "O", "H", "H", "O", "H", "H", "O", "H", "H"], "coordinates": [[-0.753, -0.179, 1.034], [-0.862, 0.229, 2.564], [-1.010, -1.784, 1.536], [-2.393, 0.096, 0.635], [-0.535, -0.604, -0.543], [-0.494, 1.427, 0.525], [0.810, -0.652, 1.286], [-4.868, 4.828, 9.095], [-5.063, 3.512, 9.564], [-6.452, 3.130, 9.706], [-6.957, 2.343, 8.398], [-6.960, 0.837, 8.529], [-5.617, 0.269, 8.672], [-5.711, -1.211, 9.306], [-5.742, -1.357, 10.671], [-6.981, -1.618, 11.220], [-4.749, 4.708, 8.018], [-4.101, 5.272, 9.730], [-5.775, 5.409, 9.255], [-7.226, 3.770, 10.130], [-6.316, 2.337, 10.442], [-6.227, 2.500, 7.604], [-7.952, 2.723, 8.171], [-7.358, 0.793, 9.456], [-4.903, 0.873, 9.232], [-5.122, 0.217, 7.702], [-4.785, -1.705, 9.009], [-6.375, -1.862, 8.737], [-6.988, -1.447, 12.297], [-7.177, -2.657, 10.956], [-7.750, -0.975, 10.792], [-0.456, 1.159, -8.200], [-0.322, 2.495, -8.752], [-0.949, 3.471, -7.971], [-0.835, 4.909, -8.482], [0.367, 5.184, -9.338], [1.470, 5.404, -8.432], [2.868, 5.689, -9.233], [3.304, 4.503, -9.914], [4.502, 4.581, -10.629], [-0.131, 1.152, -7.160], [0.218, 0.468, -8.706], [-1.473, 0.782, -8.302], [-0.357, 3.460, -7.055], [-1.928, 3.150, -7.618], [-1.051, 5.544, -7.623], [-1.728, 5.010, -9.099], [0.556, 4.336, -9.854], [1.707, 4.782, -7.568], [1.151, 6.330, -7.953], [3.615, 6.029, -8.516], [2.622, 6.503, -9.915], [4.683, 3.638, -11.144], [5.466, 4.876, -10.214], [4.259, 5.411, -11.293], [5.238, 5.212, -1.370], [5.521, 3.865, -2.111], [6.700, 4.021, -2.911], [4.389, 5.960, -2.191], [6.122, 5.822, -1.180], [4.903, 4.916, -0.376], [4.694, 3.498, -2.718], [5.707, 3.078, -1.379], [6.510, 3.546, -3.723], [3.527, 5.557, -2.067], [4.779, -0.823, -7.609], [4.414, -1.599, -6.352], [4.057, -3.056, -6.278], [5.454, 0.417, -7.376], [3.913, -0.685, -8.257], [5.324, -1.536, -8.228], [3.662, -1.007, -5.831], [5.215, -1.609, -5.613], [3.693, -3.272, -5.416], [5.031, 1.101, -7.900], [-4.728, -8.061, 3.575], [-3.193, -7.906, 3.758], [-2.686, -8.922, 4.545], [-5.362, -6.928, 2.949], [-5.187, -8.339, 4.524], [-4.940, -8.887, 2.897], [-3.020, -7.023, 4.373], [-2.595, -7.810, 2.852], [-3.220, -9.701, 4.373], [-6.232, -7.250, 2.701], [7.148, -4.701, 1.719], [7.436, -3.422, 2.462], [7.196, -3.554, 3.867], [8.048, -5.776, 1.943], [6.995, -4.441, 0.671], [6.115, -4.948, 1.965], [6.773, -2.661, 2.051], [8.505, -3.239, 2.360], [7.924, -4.151, 4.055], [7.825, -6.345, 2.684], [-0.196, -5.630, -1.753], [-1.084, -5.483, -2.076], [0.039, -4.812, -1.314], [2.475, -3.828, 5.878], [1.976, -3.416, 5.173], [3.355, -3.462, 5.796], [-4.426, -3.701, -1.676], [-4.634, -4.268, -0.933], [-4.317, -2.831, -1.290]]}


No. 3
{"formula": "C20H60N4O11", "method": "ωB97M-V with the def2-TZVPD basis set", "spin_multiplicity": 1, "total_charge": 0, "symbols": ["O", "H", "H", "H", "C", "O", "O", "O", "H", "C", "C", "C", "O", "C", "N", "H", "H", "H", "H", "H", "H", "H", "H", "H", "H", "H", "C", "C", "C", "O", "C", "N", "H", "H", "H", "H", "H", "H", "H", "H", "H", "H", "H", "C", "C", "C", "O", "C", "N", "H", "H", "H", "H", "H", "H", "H", "H", "H", "H", "H", "C", "C", "C", "O", "C", "N", "H", "H", "H", "H", "H", "H", "H", "H", "H", "H", "H", "C", "O", "H", "H", "H", "H", "C", "O", "H", "H", "H", "H", "C", "O", "H", "H", "H", "H"], "coordinates": [[0.720, 1.737, 3.650], [1.392, 1.236, 4.083], [0.856, 1.612, 2.563], [1.059, 2.523, 3.907], [1.048, 1.021, 0.510], [1.711, 0.266, -0.243], [-0.243, 0.998, 0.869], [1.624, 1.988, 1.192], [-0.740, 0.343, 0.406], [-3.068, -1.433, -2.318], [-2.292, -2.367, -1.476], [-1.595, -3.503, -2.266], [-2.742, -4.229, -2.839], [-2.216, -5.359, -3.636], [-1.279, -1.630, -0.748], [-3.842, -1.810, -2.713], [-2.375, -0.937, -2.950], [-3.480, -0.728, -1.592], [-2.922, -2.830, -0.847], [-0.736, -4.046, -1.822], [-1.222, -2.959, -3.121], [-1.735, -6.101, -2.957], [-1.404, -4.924, -4.450], [-3.088, -5.833, -4.153], [-0.546, -1.457, -1.626], [-0.805, -2.229, -0.122], [3.056, -2.946, -0.073], [1.672, -3.436, 0.497], [1.699, -4.370, 1.667], [2.314, -5.643, 1.227], [2.241, -6.679, 2.192], [0.964, -2.272, 1.063], [3.518, -2.734, 0.863], [3.051, -2.366, -0.788], [3.378, -3.708, -0.610], [1.010, -3.962, -0.342], [0.711, -4.503, 2.113], [2.321, -3.695, 2.491], [1.227, -6.799, 2.539], [2.875, -6.287, 3.037], [2.572, -7.750, 1.943], [0.963, -1.570, 0.332], [1.433, -1.724, 1.795], [-3.713, 1.405, 1.122], [-3.078, 0.636, 2.242], [-3.870, 0.987, 3.574], [-3.672, 2.279, 3.999], [-4.578, 2.569, 5.176], [-3.382, -0.752, 1.974], [-3.504, 2.525, 1.162], [-4.762, 1.094, 1.129], [-3.315, 0.991, 0.081], [-2.054, 0.515, 2.321], [-3.524, 0.397, 4.304], [-4.866, 0.579, 3.620], [-4.343, 3.682, 5.228], [-4.057, 2.346, 6.092], [-5.696, 2.393, 4.957], [-4.307, -1.008, 1.806], [-2.983, -1.081, 1.026], [0.351, 6.801, -0.162], [0.133, 5.269, -0.269], [0.238, 4.618, -1.590], [-0.881, 5.159, -2.248], [-1.165, 4.439, -3.368], [1.178, 4.661, 0.529], [-0.612, 7.370, -0.445], [1.126, 7.286, -0.810], [0.465, 7.248, 0.815], [-0.767, 4.966, 0.275], [-0.012, 3.609, -1.535], [1.024, 4.894, -2.236], [-1.431, 3.378, -3.189], [-0.406, 4.510, -3.980], [-1.898, 4.857, -3.959], [2.069, 4.705, 0.065], [0.996, 3.656, 0.570], [4.376, -0.152, -2.446], [4.879, -0.162, -3.772], [5.006, -0.191, -1.580], [3.568, -0.780, -2.283], [3.744, 0.869, -2.216], [4.625, 0.869, -3.849], [0.690, 0.361, -3.277], [0.919, -0.752, -2.572], [0.929, 1.225, -2.713], [-0.371, 0.445, -3.467], [1.087, 0.468, -4.507], [1.441, -0.565, -1.738], [4.922, 0.409, 1.485], [3.632, 0.228, 1.956], [5.105, 1.537, 1.143], [4.883, -0.456, 0.793], [5.742, 0.142, 2.240], [3.033, 0.616, 1.277]]}


Number 1: E_tot -72207.249 eV. Number 2: E_tot -80997.830 eV. Number 3: E_tot -50181.747 eV.